No. 1
38
Properties=species:S:1:pos:R:3:nbo_charge:R:1 method="wB97M-V/def2-TZVPD" energy_ha=-1154.03541 e_above_lowest_ev=0.2497 largest_force_ev_per_a=5.57 orbital_gap_ev=6.479
N -2.9951 0.6329 2.0504 -0.24
C -1.9294 1.0933 2.0022 0.25
C -0.6467 1.6438 1.9462 -0.19
C 0.4578 0.8165 1.8859 -0.09
C 1.7115 1.4084 1.8146 -0.01
N 3.0197 0.9554 1.8201 0.40
O 3.3112 -0.2648 1.8394 -0.39
O 3.9238 1.9544 1.8098 -0.05
N 3.2138 3.0669 1.7980 -0.11
C 1.8940 2.7859 1.8037 0.15
C 0.7602 3.6354 1.8829 0.01
N 0.8902 5.0797 1.9016 0.50
O 1.8836 5.5942 1.3768 -0.33
O -0.0081 5.7476 2.4284 -0.37
C -0.4768 3.0469 1.9580 -0.09
H 0.3537 -0.2585 1.9091 0.27
H -1.3446 3.6789 2.0453 0.27
C -2.9823 -2.9238 0.8363 -0.24
O -2.1653 -2.0209 0.1300 -0.55
C -1.6587 -2.5649 -1.0808 -0.06
C -0.8770 -1.5111 -1.8598 -0.07
C -0.3565 -2.0393 -3.2095 -0.41
C 1.0447 -1.4248 -3.3795 -0.42
C 1.5061 -1.0372 -1.9622 -0.22
N 0.3163 -1.0792 -1.0834 -0.64
H -3.3767 -2.4104 1.7133 0.20
H -3.8128 -3.2489 0.2086 0.16
H -2.3962 -3.7868 1.1533 0.16
H -1.0033 -3.4071 -0.8339 0.17
H -2.4927 -2.9532 -1.6770 0.16
H -1.5284 -0.6407 -2.0301 0.18
H -0.3081 -3.1323 -3.1752 0.20
H -1.0325 -1.7782 -4.0332 0.22
H 1.7420 -2.1237 -3.8589 0.22
H 0.9983 -0.5383 -4.0236 0.20
H 2.2392 -1.7505 -1.5690 0.19
H 1.9820 -0.0491 -1.9436 0.18
H 0.1434 -0.1967 -0.5943 0.36



No. 2
53
Properties=species:S:1:pos:R:3:nbo_charge:R:1 method="wB97M-V/def2-TZVPD" energy_ha=-1828.03034 multiplicity=2 largest_force_ev_per_a=3.06 orbital_gap_ev="9.217 / 2.823"
P 0.0015 1.1958 -0.2780 2.60
F 0.2306 2.6476 0.4971 -0.60
F 0.0712 0.4320 1.2272 -0.59
F -1.6505 1.3298 -0.0938 -0.59
F -0.1274 -0.2083 -1.0027 -0.56
F 0.1150 1.9667 -1.6953 -0.58
F 1.5964 1.1423 -0.2952 -0.59
C 2.1634 4.6010 -0.8831 -0.25
O 1.8906 3.9271 -2.1087 -0.75
H 2.6123 5.5941 -0.9000 0.18
H 1.2348 4.6447 -0.3138 0.15
H 2.8320 3.9215 -0.3544 0.18
H 1.2870 3.1997 -1.9411 0.48
C -3.6961 2.7024 -2.6927 -0.29
O -3.8981 2.8920 -1.2943 -0.47
H -2.7599 2.1455 -2.7327 0.23
H -4.3971 2.0412 -3.2021 0.20
H -3.5827 3.6222 -3.2664 0.21
H -4.1914 2.0434 -0.9545 0.50
C -1.5905 4.4160 2.2289 -0.30
O -2.0251 3.7933 0.9834 -0.37
H -0.6003 4.0124 2.4402 0.21
H -1.5290 5.5041 2.2446 0.23
H -2.2559 4.0115 2.9916 0.24
H -1.3553 3.1323 0.7938 0.52
C 2.9269 1.6613 2.5908 -0.26
O 3.7085 1.5918 1.3774 -0.74
H 3.5004 1.7399 3.5144 0.17
H 2.2480 2.5104 2.5124 0.15
H 2.4086 0.7029 2.6224 0.18
H 3.0111 1.4773 0.7276 0.48
C -4.5245 -0.0514 0.0892 -0.25
O -5.4058 0.9893 -0.1305 -0.74
H -4.1944 -0.0245 1.1277 0.19
H -5.0343 -0.9697 -0.2022 0.18
H -3.6568 0.1637 -0.5343 0.17
H -6.1679 0.6391 -0.5976 0.48
C 1.7889 -3.3269 -1.2485 -0.25
O 2.0353 -4.1810 -0.2048 -0.55
C 2.7769 -5.3693 -0.6720 -0.10
C 2.9971 -6.3480 0.5610 -0.07
O 1.8621 -7.2202 0.6849 -0.55
C 0.5666 -6.6437 0.8309 -0.26
H 2.6589 -2.6758 -1.3338 0.17
H 0.9505 -2.6752 -1.0025 0.20
H 1.4962 -3.8469 -2.1607 0.16
H 3.7755 -5.0057 -0.9147 0.17
H 2.2741 -5.9079 -1.4753 0.18
H 3.1076 -5.7569 1.4701 0.18
H 3.9160 -6.8988 0.3602 0.19
H -0.1054 -7.2960 1.3886 0.19
H 0.1271 -6.3122 -0.1099 0.16
H 0.5774 -5.6755 1.3316 0.18



No. 3
44
Properties=species:S:1:pos:R:3:nbo_charge:R:1 method="wB97M-V/def2-TZVPD" energy_ha=-1092.16686 e_above_lowest_ev=0.0000 largest_force_ev_per_a=0.68 orbital_gap_ev=8.777
C 2.9881 -2.8405 2.3647 -0.60
C 2.0230 -2.1988 1.3794 -0.52
C 1.4834 -0.8904 1.8935 0.81
O 1.8444 -0.3047 2.8753 -0.58
O 0.5223 -0.4356 1.0571 -0.52
C -0.0971 0.7822 1.3160 0.27
C -0.7637 0.9739 2.5355 -0.23
C -1.4114 2.1510 2.7690 -0.16
C -1.4318 3.1683 1.7944 -0.10
C -2.1109 4.3812 2.0361 -0.16
C -2.1411 5.3711 1.0964 -0.22
C -1.4913 5.1813 -0.1311 -0.21
C -0.8228 4.0183 -0.3948 -0.22
C -0.7628 2.9713 0.5527 0.03
C -0.0709 1.7501 0.3314 -0.01
C 0.6936 1.4442 -0.9332 -0.27
N 0.1687 0.2676 -1.5945 -0.60
C 0.9075 -0.8537 -1.7546 0.68
O 2.1077 -0.8881 -1.5529 -0.64
C 0.1451 -2.0432 -2.2328 -0.17
C 0.7619 -2.9153 -3.1237 -0.16
C 0.0990 -4.0448 -3.5663 -0.21
C -1.1781 -4.3222 -3.1068 -0.20
C -1.7873 -3.4716 -2.1988 -0.23
C -1.1318 -2.3337 -1.7631 -0.14
H 3.4006 -3.7544 1.9460 0.21
H 2.4809 -3.0781 3.2968 0.21
H 3.8018 -2.1563 2.5890 0.22
H 2.5200 -1.9833 0.4289 0.27
H 1.1799 -2.8568 1.1571 0.23
H -0.7418 0.1871 3.2729 0.23
H -1.9211 2.3169 3.7064 0.21
H -2.6080 4.5093 2.9868 0.21
H -2.6614 6.2975 1.2885 0.22
H -1.5212 5.9651 -0.8736 0.21
H -0.3365 3.9095 -1.3513 0.20
H 1.7356 1.2071 -0.6899 0.25
H 0.6857 2.2864 -1.6268 0.20
H -0.8261 0.2314 -1.7493 0.40
H 1.7626 -2.6897 -3.4602 0.23
H 0.5792 -4.7129 -4.2657 0.22
H -1.6958 -5.2066 -3.4476 0.22
H -2.7756 -3.6978 -1.8261 0.21
H -1.6025 -1.6922 -1.0310 0.20



No. 4
42
Properties=species:S:1:pos:R:3:nbo_charge:R:1 method="wB97M-V/def2-TZVPD" energy_ha=-809.61675 multiplicity=2 e_above_lowest_ev=3.7544 total_charge=+1 largest_force_ev_per_a=2.31 orbital_gap_ev="9.979 / 2.686"
C 0.1634 0.0891 0.4127 -0.28
O 1.3924 0.6938 0.6531 -0.45
H -0.1526 0.1637 -0.6278 0.24
H 0.1238 -0.9502 0.7389 0.22
H -0.4625 0.6123 1.1356 0.26
H 1.3744 1.5881 0.3047 0.50
C -2.5142 -1.3053 3.4679 -0.25
O -3.0517 -2.3553 2.7111 -0.69
H -3.1430 -0.4306 3.3015 0.18
H -2.4289 -1.3568 4.5534 0.18
H -1.5013 -1.1765 3.0867 0.13
H -2.4147 -3.0507 2.8908 0.46
C -3.5431 2.2338 2.2685 -0.25
O -3.4759 3.4658 2.8973 -0.69
H -4.5244 1.7785 2.4023 0.17
H -3.4307 2.3473 1.1903 0.17
H -2.7689 1.5091 2.5202 0.14
H -3.8343 3.1984 3.7468 0.47
C -2.3771 -1.0843 -2.0501 -0.27
O -1.9219 -1.6125 -3.3651 -0.69
H -1.7709 -1.4967 -1.2436 0.16
H -2.4420 0.0036 -2.0304 0.17
H -3.3865 -1.4077 -1.7957 0.21
H -0.9896 -1.4094 -3.4703 0.47
C 3.5479 -1.4657 1.5871 -0.27
O 4.9380 -1.1762 1.6573 -0.59
H 3.5059 -2.5461 1.7252 0.21
H 2.9806 -0.9825 2.3826 0.20
H 3.1877 -1.4503 0.5585 0.19
H 5.1716 -1.5248 2.5208 0.48
C 2.4484 -1.5039 -2.7897 -0.27
O 1.1614 -1.1049 -2.4054 -0.62
H 2.5615 -2.1568 -3.6552 0.22
H 3.1216 -0.6764 -3.0132 0.19
H 2.8336 -2.0835 -1.9508 0.20
H 1.0567 -0.1745 -2.6176 0.51
C 2.0763 2.8849 -2.7479 -0.28
O 1.0057 1.9115 -3.0750 -0.77
H 1.6657 3.8846 -2.6060 0.19
H 2.7194 2.6682 -1.8948 0.19
H 2.6384 3.0691 -3.6634 0.19
H 0.4597 2.3795 -3.7110 0.49